Record 1
Computed, not measured: a cluster of 2 separate species, C5H9ClSi in total in a non-equilibrium geometry, with wB97M-V/def2-TZVPD.

Atoms and positions in Å:
C 1.0020 0.6270 1.5306
C 0.7056 -0.2699 0.3653
C 1.0665 -0.0942 -0.8997
Si 0.5267 -1.0695 -2.2968
Cl -0.1572 0.3356 -3.6280
H -0.0819 0.5944 2.1161
H 1.6382 0.2593 2.2699
H 1.3082 1.6977 1.3739
H -0.0708 -0.9512 0.6389
H 1.7580 0.7151 -1.2835
H -0.6481 -1.9822 -2.2386
H 1.5233 -2.1318 -2.7853
C -3.3040 0.5739 0.3540
C -2.6639 0.7115 -0.6243
H -3.6179 0.5979 1.3698
H -1.8625 0.8264 -1.2737

Cartesian forces, eV/Å:
C -3.8 1.4 0.8
C 0.4 1.6 0.2
C 1.1 0.8 -0.1
Si -0.6 -2.4 -1.1
Cl 0.2 0.2 -0.6
H 2.6 0.7 -1.2
H 1.3 -1.1 1.0
H -0.5 -1.1 -0.4
H -0.1 -1.0 -0.3
H -0.6 -0.7 1.1
H 0.0 0.3 0.6
H -0.1 1.2 0.0
C -0.8 0.1 2.2
C 0.9 0.0 -0.7
H -0.6 -0.2 -0.1
H 0.5 0.1 -1.3

**Kohn-Sham gap**: 10.9431 eV
**Highest occupied orbital energy**: -10.13 eV
**Relative energy (zero: lowest compared OMol25 entry of this formula, charge and spin)**: 80.4 kcal per mole
**SMILES**: C/C=C/[SiH2]Cl.C#C
**Charge**: 0
**Spin multiplicity**: 1
**Max |F|**: 4.08 eV/A

***

Record 2
Computed, not measured: the ion C5H6NS with charge +1 in a non-equilibrium geometry, with wB97M-V/def2-TZVPD.

Atoms and positions in Å:
C -0.2235 -1.2192 0.8016
C -0.6655 0.5221 -0.7236
C -0.9428 -0.1149 -1.7645
C -0.2310 0.1985 0.7020
C 1.2758 0.7451 0.9218
N -0.6353 -2.1938 0.2548
S -1.0842 -2.9744 -0.9768
H -0.3296 1.5829 -1.0349
H -1.4972 -0.0426 -2.6669
H -0.8071 0.7713 1.5613
H 2.0981 0.5037 0.2067
H 1.6657 0.3440 1.8834
H 1.3766 1.8773 0.8350

Cartesian forces, eV/Å:
C -1.6 -3.5 -0.6
C 1.3 1.8 1.0
C -1.1 -1.2 -0.7
C 2.0 2.6 2.3
C 1.0 1.0 -0.2
N 2.2 4.8 3.2
S -1.0 -0.9 -2.8
H -0.7 -1.2 0.4
H 0.0 -0.5 -0.8
H 0.6 -1.4 -2.0
H -1.2 -0.8 -0.1
H -0.6 0.7 -0.4
H -0.8 -1.3 0.8

**Kohn-Sham gap (spin up / spin down)**: 6.9245 / 6.9293 eV
**Highest occupied orbital energy (spin up / spin down)**: -13.64 / -13.64 eV
**Relative energy (zero: lowest compared OMol25 entry of this formula, charge and spin)**: 124.3 kcal per mole
**Charge**: +1
**Spin multiplicity**: 1
**Max |F|**: 6.17 eV/A

***

Record 3
Computed, not measured: the ion C10H15N2O with charge +1 in a non-equilibrium geometry, with wB97M-V/def2-TZVPD.

Atoms and positions in Å:
C -2.9043 0.4879 -0.4642
C -2.7125 -0.3585 0.5721
C -1.8542 0.8020 -1.1887
C -1.7892 -1.3314 0.6348
C 2.4793 -0.3152 -0.7662
C -0.5857 0.0185 -1.0719
C -0.8179 -1.3277 -0.4644
C 1.3152 -0.2149 0.3577
C 1.7832 -0.0728 1.7707
C 0.7743 2.1531 -0.3730
N 0.3770 0.7196 -0.1501
N 0.5820 -1.5630 0.3193
O 2.5136 -1.2815 -1.4898
H -3.7234 1.1564 -0.4865
H -3.4206 -0.2971 1.3089
H -1.9307 1.4289 -2.0658
H -1.7560 -2.0407 1.4550
H 3.0442 0.5641 -0.9676
H -0.0394 0.0455 -2.0401
H -1.0872 -2.0785 -1.2208
H 0.9567 -0.2612 2.4510
H 2.0647 1.0117 2.0419
H 2.6505 -0.7549 1.9901
H 1.7444 2.3873 0.0535
H 0.5956 2.3818 -1.3842
H 0.2398 2.8770 0.3245
H 0.3289 -2.0096 1.2247
H 1.1716 -2.1267 -0.3708

Cartesian forces, eV/Å:
C -0.6 1.7 0.1
C -0.8 -1.7 1.4
C 2.5 0.1 -3.6
C 0.5 0.7 0.2
C -1.1 -0.1 0.5
C -1.0 1.9 -0.2
C 1.3 -0.5 1.2
C 0.1 -1.5 0.0
C 1.5 2.0 1.4
C -0.9 -0.5 3.0
N 0.4 0.8 0.2
N -0.1 -0.5 -3.1
O -0.3 -1.2 -0.1
H -1.0 0.2 -0.1
H -1.7 -0.2 2.0
H 0.1 0.3 0.1
H 0.0 -0.1 -0.3
H 0.6 1.0 0.4
H -0.2 -0.4 0.2
H 1.1 -0.2 0.1
H -0.1 -0.3 0.0
H 0.0 -1.6 -0.7
H -0.9 0.7 -0.2
H 0.7 -0.7 -0.8
H 0.0 0.5 -1.1
H -0.5 -1.2 -1.0
H 0.8 0.5 -0.8
H -0.2 0.1 1.2

**Expectation value of S²**: 2.01
**Kohn-Sham gap (spin up / spin down)**: 3.4581 / 4.8627 eV
**Highest occupied orbital energy (spin up / spin down)**: -7.97 / -11.89 eV
**Relative energy (zero: lowest compared OMol25 entry of this formula, charge and spin)**: 52.6 kcal per mole
**Charge**: +1
**Spin multiplicity**: 3
**Max |F|**: 4.34 eV/A